No. 1
{"formula": "C45H49FeN6O7P3S", "method": "ωB97M-V/def2-TZVPD", "species": ["Fe", "N", "C", "C", "C", "C", "C", "C", "P", "C", "C", "C", "C", "C", "C", "C", "C", "C", "C", "C", "C", "H", "H", "H", "H", "H", "H", "H", "H", "H", "H", "H", "H", "H", "H", "H", "H", "C", "P", "C", "N", "C", "C", "C", "C", "C", "C", "N", "C", "P", "C", "C", "C", "C", "C", "C", "C", "C", "C", "H", "H", "H", "H", "H", "H", "H", "H", "H", "H", "H", "H", "H", "H", "H", "H", "H", "H", "H", "H", "H", "H", "H", "H", "H", "H", "H", "H", "O", "S", "O", "O", "O", "O", "C", "C", "C", "C", "C", "C", "C", "O", "O", "H", "H", "H", "H", "H", "N", "C", "N", "C", "N"], "positions_angstrom": [[-0.26812, 0.64064, -0.08042], [1.79637, 0.01727, 1.01607], [3.05572, 0.55296, 0.67311], [4.18138, 0.25851, 1.44286], [5.40961, 0.80115, 1.11678], [5.53508, 1.65497, 0.02554], [4.41433, 1.96650, -0.72142], [3.16632, 1.42786, -0.40974], [1.64082, 1.92201, -1.28281], [1.83422, 1.14453, -2.91643], [0.92415, 1.46174, -3.92680], [0.89385, 0.71650, -5.09465], [1.74726, -0.36899, -5.25199], [2.64839, -0.69806, -4.24978], [2.69676, 0.06442, -3.09123], [1.98220, 3.70042, -1.50074], [1.97805, 4.48409, -0.34647], [2.27709, 5.83386, -0.40956], [2.57233, 6.42104, -1.63438], [2.55569, 5.65367, -2.78784], [2.25969, 4.29682, -2.72444], [1.80277, -0.57857, 1.83357], [1.47617, -0.60336, 0.26877], [4.08474, -0.41659, 2.28468], [6.27938, 0.54480, 1.70850], [6.49713, 2.07646, -0.23393], [4.50108, 2.64278, -1.56418], [0.21070, 2.26440, -3.78206], [0.17620, 0.96241, -5.86724], [1.69490, -0.97326, -6.14876], [3.28453, -1.57041, -4.33923], [3.38321, -0.22117, -2.30448], [1.75743, 4.02296, 0.61053], [2.28229, 6.42856, 0.49500], [2.81609, 7.47456, -1.68611], [2.78232, 6.10726, -3.74442], [2.26442, 3.70127, -3.62787], [-2.66071, -3.20809, -0.96615], [-1.10497, -1.74467, 0.96906], [-2.70707, -0.87016, 1.35441], [-3.88095, -1.38904, 1.00255], [-5.01011, -0.72417, 1.41868], [-6.27192, -1.25214, 1.11654], [-7.42699, -0.62080, 1.53945], [-7.34295, 0.56287, 2.27535], [-6.10742, 1.10054, 2.58158], [-4.92429, 0.47014, 2.16865], [-3.70920, 1.01753, 2.49482], [-2.62160, 0.34208, 2.08505], [-0.99835, 1.08169, 2.45117], [-1.18132, 2.67274, 1.46272], [-1.11108, 1.85328, 4.16520], [0.30469, 2.34706, 4.48935], [-2.09145, 3.02124, 4.28531], [-1.50120, 0.74463, 5.14367], [-1.25558, -3.17605, 2.20408], [-2.67252, -3.38925, 2.74884], [-0.37026, -2.70459, 3.36845], [-0.72584, -4.51617, 1.66975], [-3.46800, -2.71546, -0.43298], [-2.57258, -4.26174, -0.70943], [-2.75951, -3.08617, -2.03911], [-6.31360, -2.17346, 0.54718], [-8.39447, -1.04778, 1.30553], [-8.24618, 1.05862, 2.60979], [-6.01988, 2.01974, 3.14874], [-0.40000, 3.38534, 1.72752], [-2.17386, 3.09243, 1.62338], [-1.10171, 2.48667, 0.38156], [0.63551, 3.11044, 3.78127], [1.02976, 1.53030, 4.46073], [0.32347, 2.79002, 5.48978], [-1.71009, 3.91600, 3.79075], [-2.22173, 3.25661, 5.34681], [-3.05897, 2.76517, 3.86016], [-0.77785, -0.07355, 5.13072], [-2.48757, 0.34378, 4.90375], [-1.53268, 1.14708, 6.16058], [-3.04552, -2.51351, 3.27959], [-2.62509, -4.21976, 3.45936], [-3.39346, -3.63424, 1.97141], [-0.72129, -1.74754, 3.76085], [0.66647, -2.59706, 3.04581], [-0.41535, -3.43873, 4.17780], [-1.04043, -4.72076, 0.64799], [-1.10848, -5.31661, 2.30855], [0.35854, -4.55050, 1.68184], [0.33408, -3.26374, -2.30645], [-0.35855, -2.04423, -2.09386], [-1.40173, -2.56184, -0.57659], [0.39787, -0.95867, -1.49267], [-1.36136, -1.67035, -3.03488], [-3.09916, 3.69344, -2.68734], [-3.83759, 2.60040, -2.96789], [-5.05078, 2.78038, -3.63146], [-5.82070, 1.68497, -3.97066], [-5.40375, 0.39157, -3.66178], [-4.22101, 0.21530, -2.97175], [-3.43725, 1.30811, -2.60606], [-2.24292, 1.10211, -1.75777], [-1.34656, 2.00949, -1.68918], [-2.13823, 0.08719, -1.03706], [-2.26737, 3.37071, -2.27510], [-5.36360, 3.78787, -3.87192], [-6.76181, 1.83907, -4.48479], [-6.00355, -0.46186, -3.94753], [-3.86246, -0.77055, -2.70669], [1.44591, -2.75441, 0.57053], [2.24982, -3.30705, -0.07523], [3.17945, -3.94856, -0.69570], [3.52833, -3.68668, -1.93388], [3.92354, -3.51855, -3.01389]], "lowdin_spin": [3.694, 0.028, 0.002, 0.002, 0.000, 0.001, 0.001, 0.003, 0.023, 0.002, 0.002, 0.000, 0.002, 0.000, 0.002, 0.005, 0.002, 0.000, 0.002, 0.000, 0.002, 0.001, 0.000, 0.000, 0.000, 0.000, 0.000, 0.000, 0.000, 0.000, 0.000, 0.000, 0.000, 0.000, 0.000, 0.000, 0.000, 0.001, 0.059, 0.057, 0.218, 0.031, 0.041, 0.054, 0.043, 0.049, 0.027, 0.248, 0.083, 0.059, 0.030, 0.018, 0.002, 0.002, 0.002, 0.021, 0.006, 0.008, 0.003, 0.000, 0.000, 0.000, 0.000, 0.003, 0.002, 0.001, 0.001, 0.003, 0.004, 0.000, 0.001, 0.000, 0.000, 0.001, 0.000, 0.001, 0.000, 0.000, 0.001, 0.001, 0.001, 0.005, 0.000, 0.000, 0.000, 0.001, 0.000, 0.004, 0.004, 0.003, 0.025, 0.001, 0.002, 0.001, 0.000, 0.000, 0.000, 0.001, 0.002, 0.008, 0.039, 0.043, 0.001, 0.000, 0.000, 0.000, 0.000, 0.004, 0.000, 0.000, 0.000, 0.000], "spin_multiplicity": 6, "e_above_lowest_kcal_mol": 58.9, "s_squared": 8.7807, "e_homo_ev": [-3.01, -5.48], "fmax_ev_per_a": 1.38, "energy_ev": -143824.70745, "charge": -1}

---

No. 2
{"formula": "C45H50F3N6O5RbS", "method": "ωB97M-V/def2-TZVPD", "species": ["Rb", "C", "C", "N", "C", "C", "N", "C", "C", "N", "H", "H", "H", "H", "H", "H", "H", "H", "H", "H", "H", "H", "H", "H", "H", "O", "C", "C", "C", "C", "C", "C", "C", "C", "C", "O", "C", "C", "C", "C", "C", "C", "C", "C", "C", "C", "C", "C", "N", "C", "C", "C", "C", "C", "C", "C", "C", "C", "C", "C", "C", "H", "H", "H", "H", "H", "H", "H", "H", "H", "H", "H", "H", "H", "H", "H", "H", "H", "H", "H", "H", "H", "H", "H", "H", "H", "H", "H", "C", "C", "C", "C", "N", "N", "C", "H", "H", "H", "H", "H", "H", "H", "H", "F", "C", "F", "F", "S", "O", "O", "O"], "positions_angstrom": [[0.98830, 0.60873, -1.07928], [3.59793, -1.69391, -1.88125], [3.68113, -2.12378, -0.40614], [2.70651, -1.45471, 0.42734], [3.15457, -0.77774, 1.62794], [4.14055, 0.36081, 1.34691], [3.64327, 1.32130, 0.38400], [4.50618, 1.66745, -0.72689], [4.76212, 0.49506, -1.69204], [3.58134, -0.25912, -2.03274], [2.67393, -2.08313, -2.31825], [4.44120, -2.17467, -2.41327], [4.68545, -1.90835, -0.02645], [3.57402, -3.21675, -0.36760], [1.88825, -2.01880, 0.60444], [3.64192, -1.46006, 2.35302], [2.26672, -0.35545, 2.11025], [5.08442, -0.05261, 0.97528], [4.37717, 0.83355, 2.30974], [3.24235, 2.14257, 0.81501], [5.49960, 2.03690, -0.40433], [4.01897, 2.48053, -1.26427], [5.48362, -0.19290, -1.23817], [5.26238, 0.91080, -2.57814], [3.06767, 0.07694, -2.83262], [-0.05702, 0.69720, 2.39114], [-0.28703, 2.01884, 2.39467], [-0.76277, 2.50237, 0.96260], [-1.92268, 1.68687, 0.49415], [-3.22684, 2.11225, 0.74725], [-4.27335, 1.27904, 0.39790], [-4.00449, 0.07416, -0.23773], [-2.68107, -0.24973, -0.51437], [-2.30153, -1.45458, -1.32924], [-2.17860, -2.86930, -0.69674], [-1.92923, -3.73377, -1.79303], [-1.09711, -3.06029, 0.37294], [-0.44210, -4.29315, 0.42362], [0.45873, -4.58188, 1.43794], [0.73507, -3.63693, 2.42136], [0.11843, -2.39667, 2.36463], [-0.79301, -2.11525, 1.35038], [-3.55062, -3.25693, -0.13830], [-3.90242, -3.08506, 1.19600], [-5.19463, -3.35515, 1.63061], [-6.15543, -3.80731, 0.73946], [-5.81103, -3.98841, -0.59448], [-4.52277, -3.71425, -1.02736], [-1.67092, 0.53803, -0.13151], [-1.39221, 2.43645, 3.39466], [-1.68358, 3.76763, 3.68855], [-2.72933, 4.09711, 4.53922], [-3.50183, 3.09313, 5.11448], [-3.20939, 1.76502, 4.83488], [-2.15953, 1.44170, 3.98298], [1.01006, 2.78292, 2.77225], [1.58257, 3.82021, 2.04344], [2.81521, 4.35905, 2.41358], [3.48315, 3.88443, 3.52950], [2.91018, 2.85615, 4.27651], [1.69673, 2.31289, 3.89467], [-1.01897, 3.56415, 0.93166], [0.11556, 2.35669, 0.34152], [-3.39939, 3.06276, 1.23522], [-5.29704, 1.56807, 0.60746], [-4.80053, -0.59639, -0.53827], [-3.05562, -1.59129, -2.10896], [-1.36547, -1.24466, -1.84223], [-0.65327, -5.02189, -0.34712], [0.95311, -5.54682, 1.45637], [1.45111, -3.85742, 3.20538], [0.34318, -1.59160, 3.05520], [-1.21103, -1.12170, 1.34968], [-3.16647, -2.72897, 1.90487], [-5.44785, -3.20561, 2.67357], [-7.16312, -4.01716, 1.07877], [-6.55128, -4.34351, -1.30247], [-4.24339, -3.85700, -2.06290], [-1.08041, 4.55413, 3.24595], [-2.94358, 5.13784, 4.75691], [-4.32269, 3.34706, 5.77581], [-3.80856, 0.97695, 5.27834], [-1.90042, 0.41745, 3.73750], [1.11179, 4.19699, 1.14542], [3.25364, 5.14070, 1.80364], [4.44489, 4.29788, 3.81124], [3.42694, 2.46814, 5.14797], [1.26308, 1.47944, 4.43500], [-0.38011, -4.36167, -4.98470], [-0.28576, -2.88454, -4.74549], [-0.45719, -1.83475, -5.64838], [-0.24478, -0.68724, -4.87165], [0.03330, -1.03539, -3.61515], [0.00515, -2.39949, -3.53242], [-0.33029, 0.75121, -5.28264], [-0.90635, -4.56728, -5.91924], [-0.91982, -4.85345, -4.17203], [0.60981, -4.82378, -5.05040], [-0.69834, -1.89152, -6.70064], [-1.20723, -3.31427, -2.33430], [-0.16931, 0.85530, -6.35817], [0.41146, 1.35164, -4.75653], [-1.31210, 1.17366, -5.05008], [1.45123, 4.60917, -4.87728], [1.95919, 4.80113, -3.65084], [1.59625, 6.03222, -3.25401], [3.29877, 4.79858, -3.76608], [1.38455, 3.51160, -2.46855], [-0.05079, 3.64223, -2.49799], [2.02674, 3.90178, -1.22917], [1.91220, 2.29120, -3.04888]], "mulliken_charge": [0.732, -0.813, -0.902, 1.030, 0.015, -1.275, 1.128, -0.617, -1.216, 0.313, 0.085, 0.315, 0.365, 0.417, -0.514, 0.180, -0.221, 0.402, 0.459, -0.423, 0.309, 0.232, 0.370, 0.485, 0.395, -0.201, 1.971, 1.042, -0.766, -0.679, -1.306, -0.743, -0.178, 0.253, 2.520, -0.848, -0.242, -0.148, -1.175, -0.348, -1.599, 0.706, -0.635, 0.069, -0.976, -0.426, -0.838, -0.405, 1.386, -0.583, -0.210, -0.804, -0.554, -0.773, -0.135, -0.250, -0.010, -0.457, -0.613, -0.694, -0.553, 1.115, -2.219, 0.493, 0.409, 0.549, 0.961, -1.178, 0.479, 0.324, 0.417, 0.463, 0.298, 0.450, 0.409, 0.378, 0.381, 0.439, 0.329, 0.389, 0.355, 0.401, 0.212, 0.339, 0.422, 0.352, 0.345, 0.354, -1.357, 0.722, -1.336, 0.646, 0.360, -0.497, -1.049, 0.349, 0.229, 0.230, 0.324, 0.562, 0.357, 0.069, 0.198, -0.210, 0.232, -0.224, -0.238, 0.863, -0.645, -0.593, -0.709], "spin_multiplicity": 1, "e_above_lowest_kcal_mol": 12.0, "e_homo_ev": -2.65, "fmax_ev_per_a": 0.81, "energy_ev": -86301.90360, "charge": -2}